1:
Formula: C2H5N2S3
Source: the OMol25 dataset
Level of theory: ωB97M-V/def2-TZVPD

Each line ends with the natural charge from an NBO analysis.
Geometry (Å):
1 C 0.2805 -1.8533 0.4843  -0.670
2 C 0.0558 1.4477 -0.2475  0.023
3 N 0.2973 -0.5966 -1.8511  -0.974
4 N -0.5781 2.2044 0.5555  -0.653
5 S 0.5903 -2.8508 1.8095  0.221
6 S 0.8649 -2.1292 -0.9922  0.644
7 S -0.8385 0.1358 -0.9025  0.675
8 H 0.9860 1.4359 -0.7570  0.276
9 H 0.0941 -0.6643 -2.8462  0.431
10 H -1.5427 1.9885 0.7578  0.424
11 H -0.2971 3.0951 0.9343  0.444
12 H 0.0874 -2.2133 3.0551  0.158

## Properties
**HOMO**: -12.49 eV
**LUMO**: -4.60 eV
**Total charge**: +1



2:
Formula: C2H5N2S3
Source: the OMol25 dataset
Level of theory: ωB97M-V/def2-TZVPD

Each line ends with the natural charge from an NBO analysis.
Geometry (Å):
1 C 0.8396 -0.2923 -0.8252  -0.401
2 C -0.5947 0.1751 0.2859  -0.086
3 N 0.7124 -1.8643 1.1703  -0.902
4 N -0.8988 1.5250 0.1551  -0.842
5 S 0.9444 0.3069 -2.4012  0.311
6 S 1.7738 -1.5001 -0.1592  0.773
7 S 0.0066 -0.4024 1.9357  0.470
8 H -1.2828 -0.4778 -0.1390  0.220
9 H 0.9918 -2.5550 1.8107  0.429
10 H -0.5750 2.1292 0.9440  0.421
11 H -1.8406 1.7206 -0.2953  0.426
12 H -0.0769 1.2352 -2.4819  0.181

## Properties
**HOMO**: -13.24 eV
**LUMO**: -5.28 eV
**Total charge**: +1



Which structure is the least stable? The one labeled 1.



1:
Formula: C3H2N4
Source: the OMol25 dataset
Level of theory: ωB97M-V/def2-TZVPD

Each line ends with the natural charge from an NBO analysis.
Geometry (Å):
1 N -0.0960 0.2725 2.7716  -0.192
2 C 0.1603 -0.5579 2.0073  0.221
3 C 0.2883 -0.3427 0.5927  -0.037
4 C -0.7357 -0.1480 -0.2901  -0.079
5 N -0.0754 0.2456 -1.3980  -0.324
6 N 1.2411 0.3363 -1.1950  -0.040
7 N 1.4692 0.0007 0.0322  -0.214
8 H -1.8088 -0.2360 -0.2044  0.243
9 H -0.4429 0.4294 -2.3163  0.421

## Properties
**HOMO**: -10.11 eV
**LUMO**: 0.15 eV
**Total charge**: 0
**SMILES string**: N#Cc1c[nH]nn1



2:
Formula: C3H2N4
Source: the OMol25 dataset
Level of theory: ωB97M-V/def2-TZVPD

Each line ends with the natural charge from an NBO analysis.
Geometry (Å):
1 C 0.9230 -0.6315 -2.0719  -0.210
2 C 0.8391 -0.1322 -1.0076  0.144
3 N 0.2920 0.3575 0.2935  -0.235
4 C -0.5413 -0.4462 1.0302  0.176
5 N -1.2425 0.2543 1.8642  -0.260
6 N -0.7887 1.4782 1.6188  -0.068
7 N 0.0609 1.6142 0.6712  -0.027
8 H 1.0425 -1.0214 -3.0925  0.262
9 H -0.5850 -1.4730 0.6942  0.218

## Properties
**HOMO**: -10.74 eV
**LUMO**: 0.56 eV
**Total charge**: 0
**SMILES string**: C#Cn1cnnn1



Which structure is the least stable? The one labeled 2.



1:
Formula: C4H5Cl2NO
Source: the OMol25 dataset
Level of theory: ωB97M-V/def2-TZVPD

Each line ends with the natural charge from an NBO analysis.
Geometry (Å):
1 C -1.3503 0.0937 -0.0453  0.715
2 C 0.2499 -0.3839 0.1702  -0.400
3 C 0.8628 0.1316 1.4468  -0.442
4 C 1.3433 0.3898 0.1381  -0.016
5 H -0.8371 -0.7822 -1.8985  0.354
6 H -2.3012 -0.1807 -1.8696  0.391
7 H 0.3159 -1.3895 -0.3267  0.264
8 H 1.3169 -0.6594 2.1599  0.262
9 H 0.2144 0.9773 1.7185  0.266
10 N -1.8313 -0.8371 -1.0085  -0.820
11 O -1.9729 0.9907 0.4523  -0.529
12 Cl 1.1230 2.0620 -0.5508  -0.038
13 Cl 2.8666 -0.4122 -0.3864  -0.008

## Properties
**HOMO**: -10.28 eV
**LUMO**: 0.12 eV
**Total charge**: 0



2:
Formula: C4H5Cl2NO
Source: the OMol25 dataset
Level of theory: ωB97M-V/def2-TZVPD

Each line ends with the natural charge from an NBO analysis.
Geometry (Å):
1 H -2.6524 -1.1045 0.4684  0.364
2 N -1.8468 -0.5081 0.4247  -0.608
3 C -1.0232 -0.6893 -0.4776  0.278
4 Cl -1.0151 -1.9582 -1.6312  -0.002
5 C 0.2155 0.1866 -0.4922  -0.399
6 C 0.1266 1.3455 0.6182  -0.603
7 C 1.3626 -0.7340 -0.1342  0.530
8 O 1.3018 -1.7568 0.4582  -0.493
9 Cl 2.8956 -0.1028 -0.5047  -0.014
10 H 0.3766 0.4864 -1.4756  0.243
11 H 0.3810 0.7909 1.5741  0.227
12 H 0.7926 2.2099 0.5081  0.227
13 H -0.9145 1.8345 0.6638  0.248

## Properties
**HOMO**: -10.69 eV
**LUMO**: 0.68 eV
**Total charge**: 0
**SMILES string**: [H]/N=C(\Cl)[C@@H](C)C(=O)Cl



Which structure is the least stable? The one labeled 1.



1:
Formula: C3H6O
Source: the OMol25 dataset
Level of theory: ωB97M-V/def2-TZVPD

Each line ends with the natural charge from an NBO analysis.
Geometry (Å):
1 C 0.9864 -0.6614 -0.0246  -0.609
2 C 0.0917 0.5872 0.0188  -0.511
3 C -1.3688 0.2669 -0.0454  0.439
4 O -1.7947 -0.8574 0.0175  -0.523
5 H 0.7825 -1.3211 0.8313  0.221
6 H 0.7566 -1.2123 -0.9301  0.217
7 H 2.0581 -0.3605 0.0036  0.211
8 H 0.2989 1.3017 -0.7830  0.222
9 H 0.2349 1.1401 0.9720  0.227
10 H -2.0455 1.1167 -0.0602  0.106

## Properties
**HOMO**: -9.88 eV
**LUMO**: 1.03 eV
**Total charge**: 0
**SMILES string**: CCC=O



2:
Formula: C3H6O
Source: the OMol25 dataset
Level of theory: ωB97M-V/def2-TZVPD

Each line ends with the natural charge from an NBO analysis.
Geometry (Å):
1 C -1.5090 0.2806 0.3168  -0.277
2 C 0.4490 -0.4363 0.6800  0.351
3 O -0.2172 0.7363 0.7709  -0.572
4 C 1.4769 -0.2818 -0.3923  -0.808
5 H -2.0076 1.1998 0.0301  0.206
6 H -1.4147 -0.3466 -0.5862  0.180
7 H -2.0327 -0.2865 1.0896  0.205
8 H 1.4172 -1.1725 -1.0319  0.247
9 H 1.3911 0.6364 -0.9887  0.208
10 H 2.4470 -0.3294 0.1116  0.259

## Properties
**HOMO**: -8.20 eV
**LUMO**: 0.59 eV
**Total charge**: 0



3:
Formula: C3H6O
Source: the OMol25 dataset
Level of theory: ωB97M-V/def2-TZVPD

Each line ends with the natural charge from an NBO analysis.
Geometry (Å):
1 C -0.2735 -0.4090 1.1022  -0.615
2 C 0.0850 -0.4366 -0.4671  -0.531
3 C 0.1763 1.0041 -1.0706  0.459
4 O 0.1495 1.3735 -2.1896  -0.500
5 H -1.0962 0.2760 1.3392  0.209
6 H 0.6243 -0.0557 1.5695  0.206
7 H -0.5410 -1.3415 1.5484  0.220
8 H -0.5598 -1.2586 -0.9097  0.235
9 H 1.1557 -0.8756 -0.6778  0.231
10 H 0.2799 1.7234 -0.2444  0.085

## Properties
**HOMO**: -9.87 eV
**LUMO**: 1.05 eV
**Total charge**: 0
**SMILES string**: CCC=O



4:
Formula: C3H6O
Source: the OMol25 dataset
Level of theory: ωB97M-V/def2-TZVPD

Each line ends with the natural charge from an NBO analysis.
Geometry (Å):
1 C -0.2162 0.3743 -0.4046  -0.376
2 C 0.4861 -0.7278 -0.1014  0.154
3 O -0.5472 -1.5309 0.2761  -0.494
4 C -1.4332 -0.3994 0.0115  -0.083
5 H -0.0869 1.2372 -1.0123  0.225
6 H 1.8094 1.3831 0.6968  0.002
7 H 2.6755 1.5104 0.5423  -0.016
8 H 1.4986 -1.0953 -0.0182  0.201
9 H -2.1598 -0.6468 -0.7546  0.191
10 H -1.9476 -0.1056 0.9261  0.195

## Properties
**HOMO**: -8.91 eV
**LUMO**: 1.20 eV
**Total charge**: 0



Which structure is the least stable? The one labeled 2.